Here is the molecule C3H6N4S from OMol25. Energies are from ωB97M-V/def2-TZVPD.

Structure (ORCA input):
```
! wB97M-V def2-TZVPD RIJCOSX def2/J DEFGRID3
* xyz 0 1
C -2.800 -1.177 0.084
N -1.675 -0.318 -0.031
N -1.924 1.007 -0.201
C -0.750 1.550 -0.083
C 0.222 0.492 0.140
N 1.586 0.633 0.482
S 2.630 -0.553 -0.239
N -0.433 -0.655 0.077
H -3.275 -1.549 -1.013
H -2.555 -2.161 0.592
H -3.635 -0.509 0.548
H -0.566 2.585 -0.239
H 1.748 1.540 -0.103
H 3.294 -0.916 0.907
*
```

Energy relative to the best compared isomer or geometry (same formula, charge and spin), kJ/mol: 277.1
Orbital gap, eV: 9.35
Highest occupied orbital energy, eV: -8.6
Strongest force on any atom, eV/A: 3.98

---

Here is the molecule C3H6N4S from OMol25. Energies are from ωB97M-V/def2-TZVPD.

Structure (ORCA input):
```
! wB97M-V def2-TZVPD RIJCOSX def2/J DEFGRID3
* xyz 0 1
H -1.918 1.409 1.493
N -2.530 1.029 0.523
C -1.941 0.069 -0.142
N -0.611 -0.384 0.009
N 0.275 0.450 0.827
C 0.194 -1.260 -0.657
N 1.447 -1.226 -0.649
C 2.358 -0.216 -0.336
S 2.455 1.135 -1.213
H -2.485 -0.249 -1.261
H 0.157 1.459 0.345
H -0.254 0.388 1.645
H -0.264 -2.183 -0.996
H 3.118 -0.419 0.413
*
```

Energy relative to the best compared isomer or geometry (same formula, charge and spin), kJ/mol: 446.6
Orbital gap, eV: 8.68
Highest occupied orbital energy, eV: -8.6
Strongest force on any atom, eV/A: 4.55

---

Here is the molecule C3H6N4S from OMol25. Energies are from ωB97M-V/def2-TZVPD.

Structure (ORCA input):
```
! wB97M-V def2-TZVPD RIJCOSX def2/J DEFGRID3
* xyz 0 1
H 4.955 0.397 -0.220
N 4.260 -0.337 -0.090
C 3.103 0.194 -0.057
N 1.911 -0.557 0.110
C 0.871 0.135 -0.073
N -0.355 -0.375 0.331
C -1.606 0.173 0.066
N -1.640 1.554 0.046
S -3.017 -0.650 -0.146
H 2.949 1.271 -0.217
H 0.809 1.146 -0.490
H -0.365 -1.394 0.520
H -2.568 1.877 -0.143
H -0.943 2.096 0.494
*
```

Energy relative to the best compared isomer or geometry (same formula, charge and spin), kJ/mol: 79.3
Orbital gap, eV: 8.89
Highest occupied orbital energy, eV: -8.9
Strongest force on any atom, eV/A: 2.13

---

Here is a cluster of 2 separate species, C3H6NO2 in total from OMol25. Energies are from ωB97M-V/def2-TZVPD.

Structure (ORCA input):
```
! wB97M-V def2-TZVPD RIJCOSX def2/J DEFGRID3
* xyz -1 1
C -1.957 0.922 -0.295
C -0.906 0.116 -0.073
N -1.040 -1.096 0.633
H -2.952 0.700 0.076
H -1.848 1.850 -0.830
H 0.084 0.457 -0.355
H -1.808 -1.633 0.272
H -0.157 -1.592 0.534
O 2.036 0.927 0.698
C 2.637 0.094 -0.007
O 2.339 -0.390 -1.107
H 3.571 -0.355 0.453
*
```

Energy relative to the best compared isomer or geometry (same formula, charge and spin), kJ/mol: 106.0
Orbital gap, eV: 8.25
Highest occupied orbital energy, eV: -4.1
Strongest force on any atom, eV/A: 1.64

---

Here is a cluster of 2 separate species, C3H6NO2 in total from OMol25. Energies are from ωB97M-V/def2-TZVPD.

Structure (ORCA input):
```
! wB97M-V def2-TZVPD RIJCOSX def2/J DEFGRID3
* xyz 1 1
C -1.093 -0.669 -0.084
C 1.358 -0.737 -0.047
C 0.111 -0.007 0.048
N 0.218 1.388 -0.119
O 2.501 -0.097 -0.069
O -2.188 -0.011 -0.013
H -0.975 -2.120 -0.025
H 1.239 -1.858 -0.131
H 2.542 0.890 0.070
H -0.658 1.796 -0.347
H 0.545 1.972 0.630
H -2.835 -0.512 -0.516
*
```

Energy relative to the best compared isomer or geometry (same formula, charge and spin), kJ/mol: 237.4
Orbital gap, eV: 8.34
Highest occupied orbital energy, eV: -14.0
Strongest force on any atom, eV/A: 5.90

---

Here is the molecule C3H6NO2PS from OMol25. Energies are from ωB97M-V/def2-TZVPD.

Structure (ORCA input):
```
! wB97M-V def2-TZVPD RIJCOSX def2/J DEFGRID3
* xyz 0 1
C 2.464 -0.243 -0.119
O 1.221 0.499 -0.279
P 0.345 1.185 0.922
N -0.885 -0.290 1.159
C -1.372 -0.679 -0.024
O -1.616 -1.838 -0.357
C -1.972 0.557 -0.714
S -1.118 2.069 -0.338
H 3.015 -0.215 0.901
H 3.264 0.217 -0.741
H 2.243 -1.194 -0.262
H -0.581 -1.023 1.790
H -1.994 0.415 -1.711
H -3.013 0.541 -0.226
*
```

Energy relative to the best compared isomer or geometry (same formula, charge and spin), kJ/mol: 0.0
Orbital gap, eV: 9.92
Highest occupied orbital energy, eV: -9.5
Strongest force on any atom, eV/A: 5.81

---

Here is a cluster of 2 separate species, C3H6NO4 in total from OMol25. Energies are from ωB97M-V/def2-TZVPD.

Structure (ORCA input):
```
! wB97M-V def2-TZVPD RIJCOSX def2/J DEFGRID3
* xyz -1 1
C -0.867 1.632 -0.629
N 0.090 0.686 -0.766
C 1.125 0.533 0.320
C 1.491 -1.026 0.405
O 2.501 -1.271 1.100
O 0.671 -1.859 -0.030
O -0.885 2.570 0.144
H -1.702 1.526 -1.343
H -0.068 -0.176 -1.253
H 1.888 1.291 0.191
H 0.587 0.861 1.221
H -1.543 -1.470 0.963
H -1.265 -1.749 -0.450
O -2.023 -1.550 0.126
*
```

Energy relative to the best compared isomer or geometry (same formula, charge and spin), kJ/mol: 129.2
Orbital gap, eV: 8.74
Highest occupied orbital energy, eV: -4.9
Strongest force on any atom, eV/A: 2.41

---

Here is a cluster of 2 separate species, C3H6NO4 in total from OMol25. Energies are from ωB97M-V/def2-TZVPD.

Structure (ORCA input):
```
! wB97M-V def2-TZVPD RIJCOSX def2/J DEFGRID3
* xyz -1 1
O 2.677 0.613 2.143
C 2.586 -0.373 1.443
C 1.960 -0.376 0.095
N 0.514 -0.399 0.117
C -0.270 -1.771 -0.035
O -1.399 -1.710 -0.556
O 0.310 -2.742 0.487
H 2.772 -1.479 1.866
H 2.122 0.632 -0.460
H 2.286 -1.207 -0.588
H 0.016 0.483 0.354
H -4.658 2.688 -0.884
H -4.301 2.468 -2.359
O -4.615 3.172 -1.625
*
```

Energy relative to the best compared isomer or geometry (same formula, charge and spin), kJ/mol: 325.4
Orbital gap, eV: 7.31
Highest occupied orbital energy, eV: -4.1
Strongest force on any atom, eV/A: 7.16

---

Here is the ion C3H6NO5S with charge -1 from OMol25. Energies are from ωB97M-V/def2-TZVPD.

Structure (ORCA input):
```
! wB97M-V def2-TZVPD RIJCOSX def2/J DEFGRID3
* xyz -1 3
C 0.319 -1.285 -0.208
C -0.722 1.042 -0.521
C -1.925 -0.767 0.507
N -0.661 -0.359 -0.065
O 2.193 1.525 -0.979
O 0.150 -2.482 0.040
O 3.658 -0.112 0.091
O 1.511 -0.873 -0.602
O 1.854 0.890 1.302
S 2.367 0.451 0.016
H -0.839 1.415 -1.485
H -1.427 1.519 0.147
H 0.192 1.541 -0.164
H -2.165 -0.074 1.215
H -2.649 -0.726 -0.276
H -1.856 -1.704 0.981
*
```

Energy relative to the best compared isomer or geometry (same formula, charge and spin), kJ/mol: 0.0
Orbital gap (spin up / spin down), eV: 3.63 / 5.87
<S²>: 2.009
Highest occupied orbital energy (spin up / spin down), eV: -0.2 / -5.2
Strongest force on any atom, eV/A: 5.35

---

Here is the molecule C3H6NOP from OMol25. Energies are from ωB97M-V/def2-TZVPD.

Structure (ORCA input):
```
! wB97M-V def2-TZVPD RIJCOSX def2/J DEFGRID3
* xyz 0 1
C -1.613 0.191 0.658
C -0.634 -0.637 -0.193
O 0.173 0.074 -1.058
P 1.392 1.147 -0.487
C 2.558 0.075 0.164
N 3.122 -0.705 0.777
H -2.069 -0.408 1.487
H -1.056 0.966 0.973
H -2.481 0.594 0.039
H -1.219 -1.307 -0.937
H -0.001 -1.358 0.421
H 1.828 1.366 -1.844
*
```

Energy relative to the best compared isomer or geometry (same formula, charge and spin), kJ/mol: 101.9
Orbital gap, eV: 9.85
Highest occupied orbital energy, eV: -9.8
Strongest force on any atom, eV/A: 4.19

---

Here is the molecule C3H6NP from OMol25. Energies are from ωB97M-V/def2-TZVPD.

Structure (ORCA input):
```
! wB97M-V def2-TZVPD RIJCOSX def2/J DEFGRID3
* xyz 0 1
C 0.767 -0.153 -0.261
C 0.018 1.221 0.082
N -1.413 1.012 -0.037
P -1.947 -0.456 -0.041
C -0.248 -1.258 0.140
H 0.711 -0.029 -1.252
H 1.714 -0.208 0.354
H 0.184 1.599 1.082
H 0.389 1.851 -0.654
H -0.122 -2.175 -0.582
H -0.054 -1.404 1.170
*
```

Energy relative to the best compared isomer or geometry (same formula, charge and spin), kJ/mol: 32.7
Orbital gap, eV: 9.58
Highest occupied orbital energy, eV: -9.4
Strongest force on any atom, eV/A: 5.42

---

Here is the molecule C3H6O from OMol25. Energies are from ωB97M-V/def2-TZVPD.

Structure (ORCA input):
```
! wB97M-V def2-TZVPD RIJCOSX def2/J DEFGRID3
* xyz 0 1
C 0.288 -0.970 0.840
C -0.202 -0.351 -0.456
C -0.138 1.159 -0.601
O -0.667 -1.040 -1.339
H 0.653 -1.979 0.637
H 1.065 -0.377 1.332
H -0.559 -1.052 1.531
H 0.566 1.626 0.093
H 0.128 1.411 -1.631
H -1.134 1.573 -0.406
*
```

Energy relative to the best compared isomer or geometry (same formula, charge and spin), kJ/mol: 5.2
Orbital gap, eV: 10.67
Highest occupied orbital energy, eV: -9.7
Strongest force on any atom, eV/A: 0.46

---

Here is the molecule C3H6O from OMol25. Energies are from ωB97M-V/def2-TZVPD.

Structure (ORCA input):
```
! wB97M-V def2-TZVPD RIJCOSX def2/J DEFGRID3
* xyz 0 1
C 0.835 -0.719 0.031
C 0.148 0.628 -0.110
C -1.317 0.307 0.038
O -1.822 -0.787 -0.077
H 1.089 -0.901 1.255
H 0.253 -1.661 -0.430
H 1.942 -0.625 -0.567
H 0.280 1.047 -1.078
H 0.575 1.440 0.570
H -1.983 1.270 0.367
*
```

Energy relative to the best compared isomer or geometry (same formula, charge and spin), kJ/mol: 166.1
Orbital gap, eV: 10.88
Highest occupied orbital energy, eV: -9.9
Strongest force on any atom, eV/A: 4.36

---

Here is the molecule C3H6O from OMol25. Energies are from ωB97M-V/def2-TZVPD.

Structure (ORCA input):
```
! wB97M-V def2-TZVPD RIJCOSX def2/J DEFGRID3
* xyz 0 1
C -0.675 -0.375 0.027
C 0.776 -0.698 0.364
O 1.199 0.476 -0.420
C -0.180 1.037 -0.335
H -1.035 -1.033 -0.860
H -1.486 -0.484 0.910
H 1.024 -0.506 1.413
H 1.101 -1.672 -0.126
H -0.485 1.335 -1.392
H -0.239 1.920 0.419
*
```

Energy relative to the best compared isomer or geometry (same formula, charge and spin), kJ/mol: 192.1
Orbital gap, eV: 10.89
Highest occupied orbital energy, eV: -9.7
Strongest force on any atom, eV/A: 3.31

---

Here is the molecule C3H6O from OMol25. Energies are from ωB97M-V/def2-TZVPD.

Structure (ORCA input):
```
! wB97M-V def2-TZVPD RIJCOSX def2/J DEFGRID3
* xyz 0 1
C -2.040 -0.275 -0.457
C 0.398 -0.359 0.647
C 1.603 0.188 0.006
O -0.694 -0.427 -0.274
H -2.353 -0.202 -1.469
H -2.649 0.011 0.407
H -0.054 0.112 1.540
H 2.462 0.203 0.774
H 1.329 1.155 -0.350
H 1.998 -0.405 -0.824
*
```

Energy relative to the best compared isomer or geometry (same formula, charge and spin), kJ/mol: 433.5
Orbital gap (spin up / spin down), eV: 8.07 / 8.84
Highest occupied orbital energy (spin up / spin down), eV: -7.6 / -8.0
Strongest force on any atom, eV/A: 4.44

---

Here is the molecule C3H6O from OMol25. Energies are from ωB97M-V/def2-TZVPD.

Structure (ORCA input):
```
! wB97M-V def2-TZVPD RIJCOSX def2/J DEFGRID3
* xyz 0 1
C 1.272 -0.253 -0.008
C 0.053 0.679 0.013
C -1.324 -0.068 0.017
O 0.166 1.873 -0.005
H 1.473 -0.666 1.054
H 2.196 0.362 -0.286
H 1.100 -1.150 -0.669
H -1.906 0.520 -0.714
H -1.788 -0.120 1.097
H -1.240 -1.177 -0.499
*
```

Energy relative to the best compared isomer or geometry (same formula, charge and spin), kJ/mol: 67.0
Orbital gap, eV: 10.63
Highest occupied orbital energy, eV: -9.7
Strongest force on any atom, eV/A: 3.23

---

Here is the molecule C3H6O from OMol25. Energies are from ωB97M-V/def2-TZVPD.

Structure (ORCA input):
```
! wB97M-V def2-TZVPD RIJCOSX def2/J DEFGRID3
* xyz 0 1
C 0.359 0.996 0.547
C -0.328 0.114 -0.422
C -0.144 -1.438 -0.202
O 0.984 -1.910 -0.151
H 1.480 0.746 0.450
H -0.141 0.841 1.460
H 0.081 2.106 0.266
H 0.037 0.396 -1.454
H -1.403 0.251 -0.367
H -0.924 -2.100 -0.128
*
```

Energy relative to the best compared isomer or geometry (same formula, charge and spin), kJ/mol: 105.9
Orbital gap, eV: 10.63
Highest occupied orbital energy, eV: -9.8
Strongest force on any atom, eV/A: 5.39

---

Here is the molecule C3H6O from OMol25. Energies are from ωB97M-V/def2-TZVPD.

Structure (ORCA input):
```
! wB97M-V def2-TZVPD RIJCOSX def2/J DEFGRID3
* xyz 0 1
C 0.256 -1.345 -0.121
C 0.595 0.075 0.215
C -0.787 0.934 0.367
O -1.130 1.842 -0.593
H 0.133 -1.745 -1.073
H 0.066 -1.782 0.843
H 1.161 -0.001 1.091
H 1.190 0.652 -0.491
H -1.521 0.266 0.759
H -0.382 2.314 -1.015
*
```

Energy relative to the best compared isomer or geometry (same formula, charge and spin), kJ/mol: 413.4
Orbital gap (spin up / spin down), eV: 7.77 / 8.88
Highest occupied orbital energy (spin up / spin down), eV: -7.4 / -8.1
Strongest force on any atom, eV/A: 3.35

---

Here is a structure of composition C3H6O from OMol25. Energies are from ωB97M-V/def2-TZVPD.

Structure (ORCA input):
```
! wB97M-V def2-TZVPD RIJCOSX def2/J DEFGRID3
* xyz 0 1
C -1.269 0.301 0.236
C 0.060 -0.442 0.059
C 1.315 0.231 -0.132
O 1.575 1.365 -0.481
H -1.419 0.602 1.293
H -2.127 -0.325 -0.020
H -1.304 1.222 -0.350
H 0.115 -1.424 0.517
H 0.960 -0.896 -0.931
H 2.095 -0.634 -0.190
*
```

Energy relative to the best compared isomer or geometry (same formula, charge and spin), kJ/mol: 285.8
Orbital gap, eV: 10.47
Highest occupied orbital energy, eV: -9.6
Strongest force on any atom, eV/A: 3.26

---

Here is the molecule C3H6O2 from OMol25. Energies are from ωB97M-V/def2-TZVPD.

Structure (ORCA input):
```
! wB97M-V def2-TZVPD RIJCOSX def2/J DEFGRID3
* xyz 0 1
O 1.616 -0.174 -0.440
C 0.453 -0.010 0.383
C -0.612 0.980 -0.110
O -1.512 -0.115 -0.427
C -0.517 -1.082 -0.059
H 2.247 0.633 -0.364
H 0.676 0.035 1.458
H -0.978 1.649 0.671
H -0.278 1.585 -0.988
H -0.915 -1.737 0.801
H -0.179 -1.764 -0.926
*
```

Energy relative to the best compared isomer or geometry (same formula, charge and spin), kJ/mol: 222.7
Orbital gap, eV: 10.59
Highest occupied orbital energy, eV: -9.8
Strongest force on any atom, eV/A: 2.92